1.
A molecular structure, C4H8N2O2 at a distorted geometry, computed with ωB97M-V/def2-TZVPD.

```
! wB97M-V def2-TZVPD RIJCOSX def2/J DEFGRID3
* xyz 0 1
C -1.23962 -1.51609 -0.10569
C 0.18633 -0.84013 0.13127
C 2.03300 0.04719 0.07128
C -0.31735 1.59219 -0.02579
H -1.33422 -1.83027 -1.17682
H -1.48631 -2.21862 0.68173
H 0.28136 -0.53909 1.16378
H 0.05591 -0.10176 -0.63276
H 3.04409 0.22559 -0.56280
H 2.31776 0.08223 1.17121
H -0.37823 2.66904 -0.09868
H -3.10744 -0.03825 0.04533
N -1.54556 1.08042 -0.01142
N -2.02992 -0.26143 0.09937
O 1.64041 -1.26845 -0.12364
O 1.06726 1.30835 -0.08050
*
```

Output
HOMO (eV): -8.162
Energy relative to the best compared isomer or geometry (same formula, charge and spin) (kJ/mol): 826.2
LUMO energy (eV): 0.92
Kohn-Sham gap (eV): 9.0798

Atom charges from the Mulliken analysis, given in e for atoms 1 to 2: C -0.331; C -0.663

2.
C4H8N2O2 in the gas phase at a distorted geometry, computed with ωB97M-V/def2-TZVPD.

```
! wB97M-V def2-TZVPD RIJCOSX def2/J DEFGRID3
* xyz 0 1
C 1.16716 0.18422 -1.59758
C 0.73780 -0.41517 -0.47271
C 1.62211 -1.10155 0.53214
C -0.76347 -0.13164 0.05334
N -1.66549 0.35392 -0.88709
N -0.67574 0.66513 1.35763
O 2.43618 -1.91967 0.17828
O 1.44270 -0.74212 1.75591
H 0.42337 0.60962 -2.30233
H 2.13645 0.04419 -2.08409
H -1.02326 -1.08823 0.43855
H -1.52185 1.39026 -1.14228
H -2.58136 0.07129 -0.48271
H 0.68683 -0.13203 1.85391
H -0.79154 1.69161 1.09247
H -1.62988 0.52019 1.70655
*
```

Output
HOMO (eV): -9.688
Energy relative to the best compared isomer or geometry (same formula, charge and spin) (kJ/mol): 212.5
LUMO energy (eV): 0.35
Kohn-Sham gap (eV): 10.0345
Structure (SMILES): C=C(C(=O)O)C(N)N

Atom charges from the Mulliken analysis, given in e for atoms 1 to 2: C -0.861; C 0.373

3.
A molecular structure, C4H8N2O2 at a distorted geometry, computed with ωB97M-V/def2-TZVPD.

```
! wB97M-V def2-TZVPD RIJCOSX def2/J DEFGRID3
* xyz 0 1
C 0.79646 0.28571 1.31610
N 0.22450 -1.02193 1.02775
O 1.98009 0.39516 0.64061
O 0.59663 0.81589 2.38574
H 2.47902 1.13433 1.01364
H 0.75896 -1.54442 0.32955
H -0.05444 -1.56223 1.84023
C -1.11450 -0.80297 -0.32040
C -0.83984 0.90360 -0.52328
C 0.10594 1.39212 -1.31941
N -0.65716 -1.72614 -1.09497
H -1.38762 -2.17766 -1.63844
H -2.18374 -0.76854 -0.07579
H -1.67969 1.52170 -0.21723
H 0.05940 2.40073 -1.71233
H 0.91598 0.75464 -1.65177
*
```

Output
HOMO (eV): -7.940
Energy relative to the best compared isomer or geometry (same formula, charge and spin) (kJ/mol): 499.4
LUMO energy (eV): 0.36
Kohn-Sham gap (eV): 8.2991

Atom charges from the Mulliken analysis, given in e for atoms 1 to 2: C 0.524; N -0.344

4.
C4H8N2O2 in the gas phase at a distorted geometry, computed with ωB97M-V/def2-TZVPD.

```
! wB97M-V def2-TZVPD RIJCOSX def2/J DEFGRID3
* xyz 0 1
C 0.36113 -0.11930 -0.81839
C -2.07585 0.02103 0.26169
C 1.51711 0.72391 0.37218
C -0.65788 0.42745 0.06896
N 0.41253 -1.49819 -1.13886
O 1.99825 -0.29216 1.21001
N 0.03675 1.12080 0.93064
O 2.23557 1.64464 0.01061
H 2.89956 -0.45776 0.89769
H 0.59497 0.54455 -1.64457
H 0.08273 -1.77085 -2.05336
H 0.07509 -2.12230 -0.42241
H -0.16566 2.02508 1.35052
H -2.66265 0.88250 0.58783
H -2.48990 -0.39161 -0.65748
H -2.16174 -0.73777 1.04494
*
```

Output
HOMO (eV): -7.805
Energy relative to the best compared isomer or geometry (same formula, charge and spin) (kJ/mol): 336.4
LUMO energy (eV): 0.28
Kohn-Sham gap (eV): 8.0838

Atom charges from the Mulliken analysis, given in e for atoms 1 to 2: C -0.284; C -1.274

5.
C4H8N2O2 in the gas phase at a distorted geometry, computed with ωB97M-V/def2-TZVPD.

```
! wB97M-V def2-TZVPD RIJCOSX def2/J DEFGRID3
* xyz 0 1
N 0.72040 0.09748 -1.53121
C 0.29346 0.13203 -0.09023
C -1.23244 0.35403 -0.22220
C -1.51297 1.80809 -0.42733
O -0.69897 2.63995 -0.36481
C 0.56052 -1.21838 0.59300
N 1.72425 -1.34105 1.38778
O -0.13931 -2.25030 0.61222
H 1.72809 0.09937 -1.49439
H 0.48698 -0.72700 -2.01178
H 0.63048 1.02312 0.57680
H -1.66017 -0.36212 -0.98217
H -1.71180 -0.07540 0.76728
H -2.54416 2.00532 -0.55504
H 1.71013 -2.17321 2.01212
H 2.30280 -0.65692 1.59251
*
```

Output
HOMO (eV): -9.657
Energy relative to the best compared isomer or geometry (same formula, charge and spin) (kJ/mol): 216.0
LUMO energy (eV): 0.78
Kohn-Sham gap (eV): 10.4403
Structure (SMILES): NC(=O)[C@@H](N)CC=O

Atom charges from the Mulliken analysis, given in e for atoms 1 to 2: N -0.721; C 0.376

6.
C4H8N2O2 in the gas phase at a distorted geometry, computed with ωB97M-V/def2-TZVPD.

```
! wB97M-V def2-TZVPD RIJCOSX def2/J DEFGRID3
* xyz 0 1
C -0.30786 1.43281 -0.37780
C -0.69121 0.37037 0.57343
C 0.18940 -0.81625 0.72038
C 1.20767 -1.34670 -0.23832
H -1.35971 2.93432 0.42194
H -2.22271 1.86477 -0.41653
H -0.38791 0.68081 -1.24688
H 0.62093 1.74635 -0.10695
H -2.37052 -0.89969 1.47027
H -2.42667 1.15593 1.45566
H -0.15936 -1.70491 1.42308
H 2.04183 -0.74671 -1.73929
N -1.32302 2.48528 -0.51373
N -1.88799 0.18783 1.32588
O 1.36737 -0.39478 -1.34141
O 1.92678 -2.30321 -0.03515
*
```

Output
HOMO (eV): -8.320
Energy relative to the best compared isomer or geometry (same formula, charge and spin) (kJ/mol): 443.0
LUMO energy (eV): 0.09
Kohn-Sham gap (eV): 8.4111
Structure (SMILES): NC/C(N)=C\C(=O)O

Atom charges from the Mulliken analysis, given in e for atoms 1 to 2: C -0.492; C 0.673

7.
2 unconnected molecules or ions with the total composition C4H8N2O2S at a distorted geometry, computed with ωB97M-V/def2-TZVPD.

```
! wB97M-V def2-TZVPD RIJCOSX def2/J DEFGRID3
* xyz 0 1
C 0.21581 2.27492 1.17272
C 1.09021 1.49608 1.15929
C 2.20177 0.63743 1.08793
C -0.98302 -1.91265 -0.53904
N -0.93444 -0.53515 -0.77664
N -1.92042 -0.01523 -1.32725
O -2.97333 2.33705 -1.16851
O -2.05021 1.74455 -3.26513
S -1.73177 1.80178 -1.62045
H -2.94601 1.99466 -3.53480
H -0.45640 3.10572 1.09508
H 1.85108 -0.28923 1.56137
H 2.41766 0.66312 -0.01783
H 3.14738 1.07466 1.64155
H -1.76842 -2.38800 -1.20087
H -1.20261 -2.20405 0.46303
H -0.07988 -2.39488 -0.82838
*
```

Output
HOMO (eV): -8.940
Energy relative to the best compared isomer or geometry (same formula, charge and spin) (kJ/mol): 514.7
LUMO energy (eV): 0.12
Kohn-Sham gap (eV): 9.0562

Atom charges from the Mulliken analysis, given in e for atoms 1 to 2: C -0.184; C 0.058

8.
2 unconnected molecules or ions with the total composition C4H8N2O2S at a distorted geometry, computed with ωB97M-V/def2-TZVPD.

```
! wB97M-V def2-TZVPD RIJCOSX def2/J DEFGRID3
* xyz 0 1
C 0.51998 1.15024 -3.75668
C 1.09953 -0.76187 2.46369
C -0.21751 -1.05466 2.26363
C 0.05348 1.34435 -0.48204
N -0.31215 0.69741 -3.02255
N -0.72285 -1.97078 1.40907
O 1.36527 1.65889 -4.42133
O -2.11619 0.26460 -1.43216
S -0.68154 0.01273 -1.46196
H 1.92191 -1.15458 1.84695
H 1.36972 -0.01213 3.12764
H -0.94961 -0.51663 2.73268
H 0.46403 0.91526 0.37007
H 0.74732 1.79988 -1.26099
H -0.72272 2.10923 -0.44764
H -0.16533 -2.62576 0.86243
H -1.65334 -1.85617 1.20920
*
```

Output
HOMO (eV): -8.418
Energy relative to the best compared isomer or geometry (same formula, charge and spin) (kJ/mol): 250.6
LUMO energy (eV): 0.48
Kohn-Sham gap (eV): 8.9022

Atom charges from the Mulliken analysis, given in e for atoms 1 to 2: C 0.716; C -0.925

- Which formula does entry 4 have?
  C4H8N2O2